(1)
C5H12N2O2Sn | ωB97M-V/def2-TZVPD

CARTESIAN COORDINATES (ANGSTROEM)
Sn: -26.81575 14.38711 -6.92360
C: -26.97050 11.04694 -4.05069
C: -26.58473 12.55588 -4.21319
O: -27.01244 13.26849 -5.18288
N: -25.79367 13.03969 -3.26697
C: -25.26450 14.40938 -3.25889
H: -26.96189 10.72526 -3.00928
H: -26.46141 10.44429 -4.80284
H: -28.04578 11.05063 -4.22920
H: -25.53903 12.45214 -2.48592
H: -25.70458 14.84802 -2.36334
H: -25.57929 15.01656 -4.10761
H: -24.19057 14.23292 -3.19853
O: -27.62669 16.16835 -7.33688
C: -27.75327 17.35459 -7.50754
N: -28.59057 17.82275 -8.41351
C: -27.01009 18.43763 -6.77367
H: -29.16291 17.09648 -8.81979
H: -28.78279 18.81218 -8.47807
H: -26.64575 19.13281 -7.53002
H: -26.19971 17.94518 -6.23620
H: -27.63208 18.89346 -6.00330

Cartesian forces, eV/Å:
1.2 -2.0 -0.7
-1.2 2.2 -0.4
0.7 -2.0 2.1
-0.1 0.0 0.3
-1.2 0.5 -1.9
-0.2 -0.8 0.9
0.9 -0.1 -0.2
0.0 -0.1 0.4
-0.1 -0.3 -0.6
0.0 -0.2 -0.1
0.6 0.4 0.0
0.2 -0.4 0.0
0.0 0.9 0.0
-0.2 -3.5 0.9
-1.0 6.6 -0.8
0.1 -1.4 0.6
0.5 -1.3 0.3
-0.5 0.6 -0.6
-0.2 -0.1 -0.3
0.1 0.2 0.4
0.3 0.4 -0.1
-0.2 0.2 -0.3

Values from the calculation:
**Total charge**: +2
**Relative energy (zero: lowest compared OMol25 entry of this formula, charge and spin)**: 0.000 eV
**HOMO level**: -17.94 eV
**Molar mass**: 250.87 g mol⁻¹
**Strongest force on any atom**: 0.132 Eh/bohr
**Orbital gap**: 9.1 eV

Here are the Löwdin charges for atoms 1 to 6, given in e: number 1, Sn, carries 1.678; number 2, C, carries 0.059; number 3, C, carries -0.411; number 4, O, carries -0.308; number 5, N, carries 0.067; number 6, C, carries 0.003

(2)
C3H5NO | ωB97M-V/def2-TZVPD

CARTESIAN COORDINATES (ANGSTROEM)
O: -0.71092 0.38749 1.90958
C: -0.39422 -0.02504 0.72708
C: 0.94716 -0.05197 1.17930
C: -0.18142 0.01505 -1.63331
N: -0.92059 0.01356 -0.48636
H: 1.44078 0.88030 1.43721
H: 1.44671 -0.98390 1.43889
H: 0.84742 0.33598 -1.55274
H: -0.54185 -0.56956 -2.46965
H: -1.93306 -0.00191 -0.55000

Cartesian forces, eV/Å:
-2.7 -0.1 -1.5
1.4 1.5 3.3
2.4 -1.0 -1.2
0.5 -0.2 -0.5
-1.4 -0.2 0.2
-0.3 -0.2 0.1
0.0 0.2 -0.3
-0.1 -0.1 0.0
0.0 0.2 0.0
0.2 0.0 0.0

Values from the calculation:
**Relative energy (zero: lowest compared OMol25 entry of this formula, charge and spin)**: 4.925 eV
**HOMO level (alpha / beta)**: -7.82 / -6.69 eV
**Molar mass**: 71.08 g mol⁻¹
**Strongest force on any atom**: 0.075 Eh/bohr
**Orbital gap (alpha / beta)**: 8.5 / 6.6 eV

Here are the Löwdin charges for atoms 1 to 6, given in e: number 1, O, carries 0.020; number 2, C, carries -0.510; number 3, C, carries 0.066; number 4, C, carries 0.009; number 5, N, carries 0.009; number 6, H, carries 0.071

Question: The lowest strongest force on any atom belongs to which entry?
Answer: C3H5NO

Question: Look up the relative energy (zero: lowest compared OMol25 entry of this formula, charge and spin) of the second one.
Answer: 4.925 eV